# 1
C13H13F2N2 | ωB97M-V/def2-TZVPD

Cartesian coordinates (Å):
N 0.82 -2.49 -2.08
N -0.12 -1.44 -1.36
C -0.05 -0.79 -0.05
C -1.42 0.01 0.13
C -2.53 -0.81 0.44
C -3.82 -0.29 0.62
C -4.06 1.09 0.61
C -2.95 1.88 0.46
F -3.16 3.26 0.45
C -1.65 1.39 0.15
C 1.25 0.02 0.20
C 2.38 -0.81 0.35
C 3.66 -0.30 0.49
C 3.91 1.07 0.56
C 2.78 1.86 0.59
F 2.98 3.25 0.62
C 1.46 1.38 0.47
H 1.82 -2.17 -1.97
H 0.68 -3.42 -1.65
H -0.18 -0.76 -2.13
H -1.00 -2.00 -1.37
H -0.09 -1.55 0.73
H -2.40 -1.88 0.52
H -4.66 -0.96 0.69
H -5.07 1.52 0.69
H -0.92 2.16 -0.13
H 2.25 -1.89 0.35
H 4.51 -0.97 0.48
H 4.90 1.51 0.57
H 0.69 2.15 0.59

Summary:
**SMILES**: N[NH2+]C(c1cccc(F)c1)c1cccc(F)c1
**LUMO energy**: -3.34 eV
**Gap between HOMO and LUMO**: 9.53 eV
**Highest occupied orbital energy**: -0.4730 Ha
**Net charge**: +1
**Relative energy (zero: lowest compared OMol25 entry of this formula, charge and spin)**: 18.1 kJ/mol

Atomic partial charges in e from the natural (NBO) method, atoms 1 to 4: number 1, N, carries -0.607; number 2, N, carries -0.386; number 3, C, carries -0.083; number 4, C, carries -0.059

***

# 2
C33H34N5O4RuS4 | ωB97M-V/def2-TZVPD

Cartesian coordinates (Å):
Ru 0.19 -0.07 0.01
S -1.93 -0.83 -4.07
C -1.30 -0.57 -2.55
S -0.94 -1.87 -1.48
S -0.94 0.99 -1.91
C -4.57 -0.86 6.60
O -3.81 -1.10 5.44
C -3.56 -2.40 5.11
C -4.00 -3.50 5.84
C -3.70 -4.79 5.40
C -2.99 -4.98 4.23
C -2.57 -3.88 3.49
C -2.83 -2.59 3.93
N -2.46 -1.44 3.21
C -1.36 -1.27 2.42
N -0.31 -2.06 2.71
C 0.85 -2.33 1.96
C 1.19 -1.69 0.78
C 2.30 -2.18 0.09
C 3.08 -3.21 0.59
C 2.76 -3.80 1.81
C 1.65 -3.36 2.49
O 1.20 -3.92 3.67
C 2.18 -4.22 4.65
N -1.33 -0.37 1.48
C -2.43 0.53 1.40
C -3.32 0.48 0.34
C -4.36 1.40 0.24
C -4.52 2.37 1.21
C -3.65 2.42 2.30
C -2.62 1.50 2.40
O -1.72 1.48 3.44
C -2.04 2.24 4.58
H -4.63 0.22 6.71
H -4.10 -1.29 7.49
H -5.58 -1.27 6.50
H -4.56 -3.37 6.75
H -4.04 -5.63 5.98
H -2.77 -5.98 3.88
H -2.05 -4.03 2.55
H -3.12 -0.68 3.24
H -0.42 -2.68 3.50
H 2.57 -1.76 -0.87
H 3.93 -3.58 0.03
H 3.36 -4.61 2.20
H 2.96 -4.89 4.26
H 1.66 -4.72 5.46
H 2.65 -3.31 5.02
H -3.18 -0.29 -0.41
H -5.03 1.35 -0.60
H -5.32 3.09 1.14
H -3.79 3.18 3.06
H -1.32 1.95 5.34
H -3.05 2.02 4.94
H -1.96 3.31 4.39
S 4.22 1.94 -0.17
C 2.77 1.14 0.32
N 2.05 0.64 -0.64
C 2.64 0.84 -1.87
C 2.16 0.37 -3.09
C 2.89 0.63 -4.23
C 4.09 1.35 -4.18
C 4.58 1.82 -2.97
C 3.84 1.55 -1.83
H 2.54 1.01 1.37
H 1.23 -0.18 -3.13
H 2.53 0.27 -5.18
H 4.64 1.54 -5.08
H 5.51 2.37 -2.92
C -0.63 4.86 1.10
N 0.07 4.08 2.10
C 0.67 4.75 3.24
C 0.31 2.79 1.84
O -0.09 2.23 0.83
H -0.84 5.85 1.50
H -1.57 4.37 0.83
H -0.04 4.96 0.19
H -0.06 5.41 3.70
H 1.54 5.34 2.95
H 0.98 4.01 3.98
H 0.87 2.27 2.63

Summary:
**LUMO energy (spin up / spin down)**: 0.07 / 0.05 eV
**Gap between HOMO and LUMO (spin up / spin down)**: 6.75 / 6.68 eV
**Highest occupied orbital energy (spin up / spin down)**: -0.2457 / -0.2438 Ha
**Relative energy (zero: lowest compared OMol25 entry of this formula, charge and spin)**: 131.1 kJ/mol
**2S+1**: 2

Atomic partial charges in e from the Mulliken method, atoms 1 to 4: number 1, Ru, carries 0.490; number 2, S, carries -0.261; number 3, C, carries 0.136; number 4, S, carries -0.293

***

# 3
H8O4 | ωB97M-V/def2-TZVPD

Cartesian coordinates (Å):
O -0.88 2.58 0.31
H -0.58 2.81 1.19
H -0.34 3.11 -0.28
O 2.24 1.39 0.30
H 1.94 1.93 1.02
H 1.61 0.66 0.26
O -0.29 -3.74 -0.99
H -0.13 -4.52 -1.51
H -1.24 -3.72 -0.87
O -0.40 -0.23 0.19
H -0.87 0.60 0.31
H -1.09 -0.88 0.07

Summary:
**SMILES**: O.O.O.O
**LUMO energy**: 0.57 eV
**Gap between HOMO and LUMO**: 11.60 eV
**Highest occupied orbital energy**: -0.4054 Ha
**Relative energy (zero: lowest compared OMol25 entry of this formula, charge and spin)**: 85.4 kJ/mol

Atomic partial charges in e from the natural (NBO) method, atoms 1 to 4: number 1, O, carries -0.949; number 2, H, carries 0.472; number 3, H, carries 0.487; number 4, O, carries -0.948

***

# 4
C3H5NS | ωB97M-V/def2-TZVPD

Cartesian coordinates (Å):
C 0.24 0.04 0.00
C -1.58 0.99 0.00
C 1.45 -0.82 0.00
N -0.15 1.26 0.05
S -1.21 -0.86 0.00
H -1.98 1.22 0.97
H -1.86 1.19 -1.00
H 1.53 -1.21 0.97
H 2.26 -0.21 -0.35
H 1.30 -1.61 -0.65

Summary:
**LUMO energy**: 0.82 eV
**Gap between HOMO and LUMO**: 9.97 eV
**Highest occupied orbital energy**: -0.3364 Ha
**Relative energy (zero: lowest compared OMol25 entry of this formula, charge and spin)**: 127.6 kJ/mol

Atomic partial charges in e from the natural (NBO) method, atoms 1 to 4: number 1, C, carries 0.127; number 2, C, carries -0.299; number 3, C, carries -0.662; number 4, N, carries -0.455

***

# 5
C24H32BaN8O2S3Se2 | ωB97M-V/def2-TZVPD

Cartesian coordinates (Å):
Ba -0.38 1.89 1.16
C -0.61 1.07 -5.66
C -1.53 1.90 -4.84
N -2.52 2.62 -5.28
N -3.04 3.17 -4.14
C -2.42 2.81 -3.00
S -2.73 3.26 -1.41
N -1.46 1.98 -3.48
N -0.46 1.39 -2.68
H -0.83 1.25 -6.71
H -0.74 0.01 -5.46
H 0.43 1.33 -5.47
H -3.82 3.80 -4.18
H -0.89 1.24 -1.77
H -0.27 0.47 -3.06
C 3.47 -2.36 3.43
Se 2.21 -2.02 2.00
C 0.62 -2.08 3.13
C 0.71 -1.14 4.32
Se 1.19 0.68 3.77
C 0.14 1.57 5.16
H 3.17 -3.24 4.00
H 3.57 -1.50 4.08
H 4.43 -2.57 2.95
H 0.49 -3.11 3.46
H -0.21 -1.82 2.49
H 1.44 -1.49 5.04
H -0.25 -1.06 4.83
H 0.43 1.18 6.13
H -0.92 1.41 4.98
H 0.38 2.63 5.10
C -2.98 -1.43 0.87
C -2.10 -0.23 1.00
O -1.62 0.29 -0.07
O -1.85 0.24 2.16
H -2.53 -2.16 0.19
H -3.92 -1.11 0.41
H -3.18 -1.87 1.84
S 2.97 -3.03 -4.60
C 2.25 -2.12 -3.25
C 2.87 -0.95 -2.85
C 2.29 -0.21 -1.83
N 1.17 -0.57 -1.20
C 0.59 -1.70 -1.60
C 1.07 -2.50 -2.61
C 2.50 -4.68 -4.17
C 3.15 -5.37 -3.16
C 2.77 -6.67 -2.89
N 1.80 -7.31 -3.56
C 1.19 -6.64 -4.53
C 1.50 -5.33 -4.87
H 3.79 -0.62 -3.30
H 2.76 0.71 -1.49
H -0.33 -1.98 -1.08
H 0.55 -3.41 -2.89
H 3.95 -4.90 -2.59
H 3.26 -7.23 -2.10
H 0.40 -7.16 -5.06
H 0.97 -4.83 -5.67
C -1.93 6.46 5.51
C -1.73 5.61 4.29
C -2.79 5.39 3.40
C -2.55 4.55 2.36
N -1.34 4.00 2.15
C -0.31 4.36 2.98
S 1.31 3.83 2.60
N -0.52 5.11 4.10
H -2.07 7.50 5.22
H -1.06 6.38 6.16
H -2.82 6.15 6.06
H -3.76 5.85 3.55
H -3.33 4.29 1.65

Summary:
**LUMO energy**: -0.01 eV
**Gap between HOMO and LUMO**: 7.33 eV
**Highest occupied orbital energy**: -0.2697 Ha
**Relative energy (zero: lowest compared OMol25 entry of this formula, charge and spin)**: 157.1 kJ/mol

Atomic partial charges in e from the Mulliken method, atoms 1 to 4: number 1, Ba, carries 1.584; number 2, C, carries -1.237; number 3, C, carries 0.968; number 4, N, carries -0.808

***

# 6
C4H14NO2 | ωB97M-V/def2-TZVPD

Cartesian coordinates (Å):
C -0.38 3.32 1.33
C 0.30 2.56 0.18
C 0.88 1.20 0.65
C -0.29 -0.62 1.69
N 0.02 0.04 0.65
H -0.97 2.72 2.02
H 0.44 3.76 1.89
H -1.03 4.10 0.93
H -0.33 2.36 -0.69
H 1.20 3.12 -0.08
H 1.78 1.02 0.07
H 1.28 1.31 1.67
H 0.21 -0.34 2.61
H -1.09 -1.35 1.72
H -0.12 -0.36 -0.29
H 1.41 -1.21 -2.04
H 0.23 -2.18 -1.94
O 0.70 -1.45 -1.48
H -1.00 -4.38 -2.95
H -1.58 -4.43 -1.53
O -1.02 -3.89 -2.13

Summary:
**LUMO energy**: -4.52 eV
**Gap between HOMO and LUMO**: 10.51 eV
**Highest occupied orbital energy**: -0.5526 Ha
**Net charge**: +1
**Relative energy (zero: lowest compared OMol25 entry of this formula, charge and spin)**: 142.1 kJ/mol

Atomic partial charges in e from the natural (NBO) method, atoms 1 to 4: number 1, C, carries -0.617; number 2, C, carries -0.394; number 3, C, carries -0.248; number 4, C, carries 0.125

***

Number 1: E_tot -812.09476 Eh, largest force on an atom 0.0747 hartree/bohr. Number 2: E_tot -3540.28785 Eh, largest force on an atom 0.0500 hartree/bohr. Number 3: E_tot -305.74667 Eh, largest force on an atom 0.0127 hartree/bohr. Number 4: E_tot -570.18596 Eh, largest force on an atom 0.0684 hartree/bohr. Number 5: E_tot -7545.27803 Eh, largest force on an atom 0.0450 hartree/bohr. Number 6: E_tot -365.77659 Eh, largest force on an atom 0.0429 hartree/bohr.